Formula: C3H2O3S
Source: OMol25
Level of theory: wB97M-V/def2-TZVPD

Each line ends with the Mulliken charge.
Positions of all 9 atoms, in Å:
C 0.454 1.128 0.138  0.11
C -0.760 1.640 0.488  -0.26
C 1.320 -0.027 -0.217  -0.11
O -1.723 -0.441 -1.073  -0.51
O -2.005 -0.629 1.318  -0.49
O 0.314 -0.990 0.211  -0.32
S -1.198 -0.233 0.229  1.08
H 1.359 -0.017 -1.292  0.24
H 2.239 -0.432 0.200  0.28

Atoms 1-2, force components in eV/Å:
-4.49 2.30 2.43
5.48 -2.92 -1.89

As for the total charge: 0. For the lowest unoccupied orbital energy, the calculation gives -0.0584 Ha. The calculation puts the energy above the lowest of the compared OMol25 structures with the same formula, charge and spin at 672.28 kJ/mol. The HOMO energy comes out at -11.2 eV. As for the gap between HOMO and LUMO: 9.6 eV.

Formula: C3H2O3Tm
Source: OMol25
Level of theory: wB97M-V/def2-TZVPD

Each line ends with the Mulliken charge.
Positions of all 9 atoms, in Å:
C 2.769 -4.435 -1.513  -0.51
C 3.272 -3.321 -1.843  0.83
O 3.088 -2.100 -1.619  -0.30
C 1.666 -1.583 -0.452  0.79
O 1.057 -2.581 -0.095  -0.29
O 1.697 -0.449 -0.064  -0.40
H 2.899 -5.465 -1.816  0.40
Tm 1.616 1.880 0.153  1.89
H 1.592 -3.764 -0.583  0.59

Atoms 1-2, force components in eV/Å:
-1.13 -3.37 0.28
-2.00 7.97 2.20

The expectation value of S² is 2.0108. As for the total charge: +3. The spin multiplicity is 3. For the lowest unoccupied orbital energy (spin up / spin down), the calculation gives -0.5334 / -0.5817 Ha. The calculation puts the energy above the lowest of the compared OMol25 structures with the same formula, charge and spin at 285.07 kJ/mol. The HOMO energy (spin up / spin down) comes out at -23.3 / -22.2 eV. As for the gap between HOMO and LUMO (spin up / spin down): 8.8 / 6.4 eV.